[1]
The following is a quantum chemistry calculation of a structure of composition C12H30AgAsF6O8 at a distorted geometry, from OMol25.

Atoms and positions in Å:
Ag (0.4032, -0.7247, 0.1334)
As (3.4793, 1.5570, 2.0280)
F (3.2076, 0.1952, 2.9864)
F (2.2550, 1.1015, 0.8931)
F (3.7069, 2.9935, 1.0660)
F (4.7353, 2.1016, 3.0875)
F (4.6502, 0.7302, 1.0650)
F (2.2867, 2.4383, 2.9475)
O (-0.0732, -0.5839, 2.2211)
H (-0.2139, 0.3085, 2.5641)
O (1.4788, -2.4022, 0.9066)
H (1.9544, -3.0533, 0.3753)
C (1.1433, -3.1050, -2.1888)
O (0.2250, -2.0345, -2.0892)
C (-1.0678, -2.4704, -2.4730)
C (-2.1230, -1.4598, -2.0700)
O (-1.8866, -1.0339, -0.7547)
C (-2.8225, -1.4326, 0.2370)
C (-2.8751, -2.9346, 0.4108)
O (-1.5862, -3.3286, 0.7560)
C (-1.3822, -4.7066, 0.8274)
H (2.1228, -2.7004, -1.9523)
H (1.1348, -3.5208, -3.2065)
H (0.8839, -3.8979, -1.4807)
H (-1.2536, -3.4383, -1.9875)
H (-1.0741, -2.6489, -3.5602)
H (-3.1034, -1.9409, -2.1561)
H (-2.1123, -0.5859, -2.7278)
H (-3.8073, -1.0094, -0.0028)
H (-2.4458, -1.0141, 1.1732)
H (-3.2275, -3.4529, -0.5001)
H (-3.6135, -3.1871, 1.1912)
H (-1.9166, -5.1630, 1.6703)
H (-0.3068, -4.8478, 0.9286)
H (-1.7101, -5.2245, -0.0918)
C (2.6306, 0.7238, -1.9169)
O (1.2536, 0.5617, -1.6619)
C (0.3829, 1.5741, -2.1084)
C (-0.1156, 2.3852, -0.9313)
O (-0.4984, 1.5063, 0.1170)
C (-1.3906, 2.0933, 1.0445)
C (-0.8107, 3.1951, 1.8759)
O (-0.6948, 4.4028, 1.1462)
C (-0.0243, 5.3844, 1.9078)
H (3.1709, -0.1307, -1.5258)
H (3.0215, 1.6372, -1.4565)
H (2.8103, 0.8236, -3.0010)
H (-0.4535, 1.0718, -2.6043)
H (0.8729, 2.2350, -2.8325)
H (-0.9786, 2.9732, -1.2793)
H (0.6175, 3.1049, -0.5699)
H (-1.6709, 1.2898, 1.7267)
H (-2.3206, 2.4327, 0.5600)
H (0.1686, 2.9023, 2.2791)
H (-1.4761, 3.3658, 2.7401)
H (-0.6326, 5.6684, 2.7757)
H (0.1137, 6.2482, 1.2579)
H (0.9590, 5.0272, 2.2296)

Values from the calculation:
HOMO (alpha / beta): -5.1 / -4.7 eV
Spin multiplicity: 2
Expectation value of S²: 0.760
Relative energy (zero: lowest compared OMol25 entry of this formula, charge and spin): 0.00 kcal/mol
Total charge: -1
Kohn-Sham gap (alpha / beta): 7.65 / 7.12 eV

Atom charges from the natural (NBO) analysis, given in e for atoms 1 to 5: atom 1 (Ag): 1.224, atom 2 (As): 2.851, atom 3 (F): -0.607, atom 4 (F): -0.649, atom 5 (F): -0.651

=====

[2]
The following is a quantum chemistry calculation of a structure of composition C12H30BrNO9Sr at a distorted geometry, from OMol25.

Atoms and positions in Å:
Sr (-0.4144, -0.2343, 0.1676)
Br (-2.9795, -0.5764, -1.2615)
N (1.4143, -0.5989, 2.6176)
O (0.8159, -1.6190, 2.1874)
O (1.0624, 0.5119, 2.1118)
O (2.3616, -0.7001, 3.3863)
C (-2.2068, -1.6734, 2.8890)
O (-2.0620, -0.5011, 2.0801)
C (-1.9557, 0.6439, 2.9313)
C (-2.4149, 1.8665, 2.1576)
O (-1.7705, 1.9271, 0.8848)
C (-2.1567, 3.0608, 0.1258)
H (-2.2353, -2.5300, 2.2220)
H (-3.1314, -1.6093, 3.4648)
H (-1.3411, -1.7574, 3.5482)
H (-0.9570, 0.7498, 3.3521)
H (-2.6872, 0.5389, 3.7392)
H (-2.1485, 2.7780, 2.7093)
H (-3.4874, 1.8802, 1.9357)
H (-3.2506, 3.0421, 0.0417)
H (-1.6463, 3.0709, -0.8246)
H (-1.9553, 3.9583, 0.7291)
C (-0.3193, -0.7267, -3.5366)
O (0.1917, 0.0454, -2.4640)
C (0.1581, 1.4237, -2.8210)
C (1.1744, 2.1818, -1.9954)
O (0.7792, 2.0067, -0.6355)
C (1.2663, 2.9884, 0.2496)
H (0.3921, -0.7195, -4.3697)
H (-1.2954, -0.3704, -3.8760)
H (-0.4928, -1.7513, -3.2125)
H (-0.8488, 1.8068, -2.6368)
H (0.4199, 1.5442, -3.8771)
H (1.0979, 3.2396, -2.2761)
H (2.2131, 1.8519, -2.0765)
H (2.3549, 2.9146, 0.3454)
H (0.7984, 2.8627, 1.2197)
H (1.0606, 4.0047, -0.1090)
C (3.3395, -0.0992, -0.1849)
O (2.1533, -0.8311, -0.3842)
C (2.4578, -2.1868, -0.6582)
C (1.2653, -3.0402, -1.0801)
O (0.0694, -2.6202, -0.4554)
C (-0.9666, -3.5903, -0.4541)
H (3.9020, 0.0145, -1.1233)
H (4.0263, -0.6338, 0.4821)
H (3.0920, 0.8677, 0.2360)
H (2.8546, -2.6312, 0.2624)
H (3.2055, -2.2592, -1.4552)
H (1.4748, -4.0822, -0.8181)
H (1.0969, -3.0157, -2.1652)
H (-1.1618, -3.9314, -1.4732)
H (-1.8962, -3.1246, -0.1252)
H (-0.7167, -4.3675, 0.2727)

Values from the calculation:
HOMO: -8.0 eV
Spin multiplicity: 1
Relative energy (zero: lowest compared OMol25 entry of this formula, charge and spin): 0.00 kcal/mol
Total charge: 0
Kohn-Sham gap: 8.37 eV

Atom charges from the natural (NBO) analysis, given in e for atoms 1 to 5: atom 1 (Sr): 1.769, atom 2 (Br): -0.917, atom 3 (N): 0.713, atom 4 (O): -0.578, atom 5 (O): -0.641

=====

[3]
The following is a quantum chemistry calculation of a cluster of 6 separate species, C12H30Cl6O9S3 in total at a distorted geometry, from OMol25.

Atoms and positions in Å:
C (-5.9774, -3.4293, 0.8750)
C (-5.2618, -2.1716, 0.3396)
O (-4.1756, -2.6339, -0.5356)
S (-3.0495, -1.6017, -0.9477)
C (-3.8189, -0.5654, -2.1639)
O (-2.6687, -0.7688, 0.1734)
O (-2.1521, -2.3936, -1.6816)
H (-5.3070, -4.0310, 1.4838)
H (-6.1680, -4.0146, -0.0573)
H (-6.8495, -3.2340, 1.4480)
H (-5.9721, -1.6507, -0.3045)
H (-4.8773, -1.4462, 1.1083)
H (-4.1739, 0.3339, -1.6936)
H (-4.5540, -1.0911, -2.7902)
H (-2.9432, -0.1902, -2.7046)
C (-0.1220, -4.6795, 1.8795)
C (-0.2610, -3.1510, 2.0327)
O (0.9898, -2.5488, 1.7686)
S (1.6835, -1.6760, 2.8840)
C (0.7451, -0.1903, 2.9956)
O (1.5790, -2.3921, 4.1429)
O (3.0201, -1.4913, 2.4045)
H (0.5518, -4.7669, 1.0803)
H (-1.0882, -5.2077, 1.7211)
H (0.4275, -5.0674, 2.7535)
H (-0.9467, -2.7309, 1.3552)
H (-0.5980, -2.9169, 3.0555)
H (1.2672, 0.5773, 3.5623)
H (-0.1547, -0.4193, 3.5821)
H (0.4912, 0.2441, 2.0463)
C (5.9924, 2.6965, 0.6707)
C (5.1898, 4.0232, 0.6316)
O (3.9595, 3.9725, 1.4249)
S (2.7550, 3.1049, 0.7752)
C (1.3858, 4.2698, 0.8348)
O (3.0836, 2.8055, -0.6107)
O (2.5042, 2.0166, 1.7312)
H (5.4982, 1.9083, 0.1069)
H (6.1312, 2.3846, 1.7083)
H (7.0050, 2.8968, 0.3059)
H (5.8533, 4.6795, 1.2026)
H (4.8817, 4.4510, -0.3062)
H (1.2571, 4.6412, 1.8363)
H (0.5157, 3.6236, 0.6167)
H (1.5219, 5.0866, 0.1713)
Cl (-0.8236, -2.0353, -6.4088)
C (-0.2475, -1.5166, -4.7766)
Cl (-0.9544, 0.0419, -4.4571)
H (-0.6023, -2.1976, -4.0110)
H (0.8141, -1.4068, -4.7873)
Cl (-2.3080, 5.0825, -0.8550)
C (-1.0757, 4.4617, -2.1018)
Cl (-1.1018, 2.6956, -2.1095)
H (-1.4813, 4.8418, -3.0440)
H (-0.1037, 4.8370, -1.8395)
Cl (0.4839, -0.5007, -1.2531)
C (2.2676, -0.3501, -1.2112)
Cl (2.9456, -1.0337, -2.6089)
H (2.5459, 0.6797, -1.1356)
H (2.4711, -0.8552, -0.3135)

Values from the calculation:
HOMO: -10.3 eV
Spin multiplicity: 1
SMILES: CCOS(C)(=O)=O.CCOS(C)(=O)=O.CCOS(C)(=O)=O.ClCCl.ClCCl.ClCCl
Relative energy (zero: lowest compared OMol25 entry of this formula, charge and spin): 11.49 kcal/mol
Total charge: 0
Kohn-Sham gap: 10.44 eV

Atom charges from the natural (NBO) analysis, given in e for atoms 1 to 5: atom 1 (C): -0.626, atom 2 (C): -0.080, atom 3 (O): -0.722, atom 4 (S): 2.401, atom 5 (C): -0.923

=====

[4]
The following is a quantum chemistry calculation of a structure of composition C12H30ClHgIN2O4 at a distorted geometry, from OMol25.

Atoms and positions in Å:
Hg (-6.9642, 19.5051, -30.2479)
Cl (-6.6180, 18.8900, -32.6608)
I (-8.0026, 20.4970, -27.8084)
C (-1.2618, 22.5567, -28.2267)
O (-2.6204, 22.2016, -28.3684)
C (-2.8323, 20.7955, -28.2219)
C (-4.2796, 20.4739, -28.4755)
N (-4.6110, 20.0972, -29.8432)
C (-4.4268, 21.2517, -30.7668)
C (-5.4686, 22.3554, -30.7330)
O (-6.7612, 21.8353, -30.9942)
C (-7.7051, 22.8152, -31.3633)
H (-0.9928, 22.5770, -27.1638)
H (-1.1627, 23.5736, -28.6042)
H (-0.5964, 21.8943, -28.7845)
H (-2.5121, 20.4802, -27.2219)
H (-2.2073, 20.2704, -28.9669)
H (-4.9378, 21.2658, -28.1119)
H (-4.5764, 19.6600, -27.8041)
H (-3.8701, 19.4778, -30.1650)
H (-4.4681, 20.8391, -31.7826)
H (-3.4408, 21.7066, -30.6457)
H (-5.2175, 23.1088, -31.4828)
H (-5.4584, 22.8265, -29.7353)
H (-7.5068, 23.1709, -32.3786)
H (-7.6744, 23.6530, -30.6590)
H (-8.6891, 22.3574, -31.3218)
C (-7.4501, 15.5648, -25.8087)
O (-7.2028, 14.8406, -26.9999)
C (-6.0160, 15.2276, -27.6568)
C (-6.0682, 16.6350, -28.2158)
N (-6.9098, 16.8177, -29.4095)
C (-8.2895, 16.3622, -29.2108)
C (-9.1947, 16.8888, -30.2856)
O (-9.1571, 18.2925, -30.3793)
C (-10.2577, 18.8441, -31.0803)
H (-8.2525, 15.0447, -25.2813)
H (-7.8116, 16.5774, -26.0056)
H (-6.5727, 15.5393, -25.1524)
H (-5.9032, 14.5350, -28.4975)
H (-5.1692, 15.1160, -26.9663)
H (-5.0793, 16.9903, -28.5105)
H (-6.4303, 17.3146, -27.4389)
H (-6.5218, 16.1646, -30.0913)
H (-8.6337, 16.6340, -28.2143)
H (-8.3695, 15.2712, -29.2774)
H (-10.2288, 16.5532, -30.1406)
H (-8.8933, 16.4405, -31.2506)
H (-9.9839, 19.8424, -31.4212)
H (-11.1176, 18.9697, -30.4119)
H (-10.5266, 18.2416, -31.9503)

Values from the calculation:
HOMO: -8.3 eV
Spin multiplicity: 1
Relative energy (zero: lowest compared OMol25 entry of this formula, charge and spin): 0.00 kcal/mol
Total charge: 0
Kohn-Sham gap: 8.76 eV

Atom charges from the natural (NBO) analysis, given in e for atoms 1 to 5: atom 1 (Hg): 1.346, atom 2 (Cl): -0.778, atom 3 (I): -0.686, atom 4 (C): -0.252, atom 5 (O): -0.548